No. 1
DFT (the ωB97M-V functional and the def2-TZVPD basis) results for C43H39As2N4OPdS as an isolated structure.

```
91
Properties=species:S:1:pos:R:3
Pd -0.223 0.897 -0.313
C -0.428 -2.532 0.898
C 1.078 -2.312 0.831
As 1.629 -0.877 -0.377
C 3.546 -0.868 -0.060
C 4.036 -0.747 1.239
C 5.403 -0.742 1.479
C 6.295 -0.844 0.421
C 5.813 -0.957 -0.875
C 4.444 -0.968 -1.118
C 1.576 -1.760 -2.103
C 1.916 -1.018 -3.236
C 1.892 -1.603 -4.495
C 1.505 -2.934 -4.635
C 1.154 -3.671 -3.514
C 1.195 -3.087 -2.250
As -1.502 -0.893 0.996
C -3.278 -1.694 1.038
C -3.582 -2.792 0.236
C -4.838 -3.384 0.306
C -5.802 -2.875 1.164
C -5.510 -1.763 1.943
C -4.254 -1.175 1.882
C -1.345 -0.448 2.886
C -0.993 -1.363 3.875
C -0.892 -0.963 5.202
C -1.156 0.356 5.554
C -1.524 1.273 4.577
C -1.612 0.872 3.248
H -0.688 -3.162 1.743
H -0.783 -3.034 0.001
H 1.596 -3.214 0.510
H 1.488 -2.064 1.810
H 3.370 -0.662 2.080
H 5.768 -0.656 2.496
H 7.361 -0.841 0.606
H 6.501 -1.042 -1.707
H 4.097 -1.077 -2.133
H 2.206 0.022 -3.139
H 2.183 -1.024 -5.365
H 1.489 -3.396 -5.615
H 0.851 -4.705 -3.616
H 0.927 -3.685 -1.392
H -2.857 -3.179 -0.467
H -5.061 -4.244 -0.316
H -6.778 -3.340 1.223
H -6.260 -1.354 2.609
H -4.045 -0.315 2.504
H -0.794 -2.397 3.623
H -0.612 -1.682 5.962
H -1.077 0.668 6.589
H -1.739 2.300 4.848
H -1.878 1.597 2.486
S 0.646 4.501 2.308
C 1.444 3.215 3.144
C 2.114 3.260 4.367
C 2.601 2.076 4.882
C 2.408 0.866 4.199
C 1.753 0.836 2.986
C 1.288 2.024 2.441
N 0.599 2.166 1.228
C 0.182 3.391 1.081
C -0.769 3.674 0.026
C -1.180 4.956 -0.333
C -2.171 5.114 -1.287
C -2.763 3.984 -1.844
C -2.332 2.709 -1.498
C -1.309 2.534 -0.578
H 2.231 4.192 4.907
H 3.114 2.079 5.836
H 2.767 -0.058 4.639
H 1.546 -0.092 2.475
H -0.736 5.826 0.139
H -2.498 6.105 -1.576
H -3.570 4.095 -2.559
H -2.822 1.848 -1.933
C -0.766 1.175 -5.889
N -0.929 0.632 -4.553
C -1.620 -0.605 -4.222
C -1.380 -0.705 -2.725
O -1.767 -1.616 -2.043
N -0.656 0.424 -2.322
C -0.422 1.139 -3.428
N 0.324 2.245 -3.411
H -0.879 0.367 -6.606
H 0.237 1.586 -6.015
H -1.505 1.945 -6.114
H -1.176 -1.463 -4.728
H -2.688 -0.564 -4.438
H 0.549 2.620 -2.501
H 0.329 2.876 -4.192
```

The net charge is +1. Its spin multiplicity is 1.

---

No. 2
DFT (the ωB97M-V functional and the def2-TZVPD basis) results for a 6-piece molecular cluster, C43H40FNO23S overall.

```
109
Properties=species:S:1:pos:R:3
C -0.215 -0.124 1.680
O 0.638 -0.371 0.588
C 0.198 -1.487 -0.168
C 1.382 -2.240 -0.713
C 1.019 -3.428 -1.617
C -0.075 -4.372 -1.123
N 0.370 -5.603 -0.418
C -0.792 -6.462 -0.051
C -1.746 -5.916 0.995
C -1.484 -6.046 2.359
C -2.325 -5.514 3.332
C -3.485 -4.857 2.950
C -3.783 -4.750 1.599
C -2.931 -5.260 0.613
C -3.389 -5.090 -0.817
S 1.438 -5.381 0.804
O 2.690 -4.946 0.302
O 1.428 -6.540 1.625
F 0.859 -4.190 1.626
H -1.253 -0.065 1.352
H -0.115 -0.898 2.442
H 0.065 0.816 2.141
H -0.359 -2.140 0.508
H -0.505 -1.183 -0.950
H 2.064 -2.540 0.071
H 1.949 -1.546 -1.334
H 1.934 -3.979 -1.806
H 0.704 -3.035 -2.579
H -0.591 -4.736 -2.005
H -0.834 -3.860 -0.537
H -0.447 -7.443 0.248
H -1.340 -6.605 -0.973
H -0.605 -6.570 2.694
H -2.097 -5.618 4.383
H -4.165 -4.439 3.674
H -4.699 -4.256 1.313
H -2.589 -5.055 -1.540
H -4.098 -5.867 -1.092
H -3.902 -4.140 -0.888
O -3.538 -2.298 -2.359
C -4.256 -1.313 -2.394
C -4.180 -0.235 -1.427
C -5.012 0.809 -1.533
O -5.001 1.834 -0.693
C -6.038 0.900 -2.631
O -6.764 1.876 -2.642
C -6.100 -0.170 -3.608
C -5.263 -1.211 -3.505
O -5.256 -2.222 -4.364
H -3.440 -0.312 -0.641
H -5.703 2.441 -0.998
H -6.828 -0.087 -4.402
H -4.558 -2.832 -4.059
O -2.815 -5.475 6.386
C -2.719 -4.528 7.148
C -1.581 -3.631 7.183
C -1.561 -2.623 8.067
O -0.559 -1.761 8.159
C -2.690 -2.391 9.036
O -2.581 -1.463 9.815
C -3.838 -3.278 8.984
C -3.859 -4.282 8.098
O -4.872 -5.132 7.989
H -0.775 -3.807 6.484
H -0.799 -1.143 8.876
H -4.650 -3.093 9.673
H -4.627 -5.757 7.280
O -2.636 0.975 -4.347
C -2.130 2.076 -4.230
C -2.569 3.256 -4.953
C -1.936 4.422 -4.761
O -2.276 5.542 -5.382
C -0.774 4.546 -3.811
O -0.242 5.637 -3.706
C -0.351 3.373 -3.072
C -0.985 2.209 -3.263
O -0.662 1.091 -2.626
H -3.403 3.152 -5.632
H -1.658 6.228 -5.063
H 0.476 3.486 -2.383
H -1.276 0.407 -2.956
O 2.090 3.873 -0.838
C 2.609 4.968 -0.697
C 2.175 6.153 -1.413
C 2.813 7.313 -1.213
O 2.481 8.442 -1.826
C 3.976 7.426 -0.262
O 4.515 8.514 -0.157
C 4.391 6.244 0.470
C 3.752 5.083 0.271
O 4.072 3.960 0.901
H 1.337 6.044 -2.091
H 3.104 9.119 -1.501
H 5.217 6.340 1.157
H 3.457 3.277 0.572
O 7.225 5.163 0.022
C 7.664 5.254 -1.110
C 7.194 6.223 -2.084
C 7.727 6.237 -3.313
O 7.353 7.090 -4.256
C 8.806 5.270 -3.725
O 9.221 5.342 -4.866
C 9.291 4.317 -2.743
C 8.760 4.305 -1.513
O 9.149 3.466 -0.563
H 6.421 6.913 -1.779
H 7.894 6.879 -5.041
H 10.076 3.638 -3.043
H 8.601 3.669 0.219
```

Its spin multiplicity is 1. As for the structure (SMILES): COCCCCN(Cc1ccccc1C)S(=O)(=O)F.O=C1C=C(O)C(=O)C=C1O.O=C1C=C(O)C(=O)C=C1O.O=C1C=C(O)C(=O)C=C1O.O=C1C=C(O)C(=O)C=C1O.O=C1C=C(O)C(=O)C=C1O.

---

No. 3
DFT (the ωB97M-V functional and the def2-TZVPD basis) results for C43H40N4O4P2SSn as an isolated structure.

```
95
Properties=species:S:1:pos:R:3
Sn 0.551 1.530 1.513
O 4.250 3.127 2.639
C 3.189 2.885 2.107
O 2.633 1.708 2.059
C 2.399 4.010 1.471
C 3.027 5.172 1.062
C 2.261 6.158 0.459
C 0.890 5.968 0.345
C 0.339 4.786 0.802
N 1.088 3.817 1.332
H 4.089 5.278 1.227
H 2.722 7.061 0.085
H 0.259 6.729 -0.089
H -0.728 4.604 0.748
C -2.520 -2.812 -2.537
C -3.634 -1.886 -2.012
P -2.958 -0.222 -1.508
C -4.347 0.449 -0.514
C -5.624 -0.104 -0.481
C -6.634 0.520 0.238
C -6.383 1.692 0.934
C -5.108 2.241 0.921
C -4.102 1.621 0.201
C -3.185 0.807 -3.012
C -2.267 1.839 -3.206
C -2.386 2.695 -4.291
C -3.436 2.540 -5.182
C -4.374 1.537 -4.976
C -4.252 0.675 -3.897
P -0.846 -2.617 -1.843
C -0.616 -2.541 -0.049
C -1.668 -2.250 0.823
C -1.509 -2.420 2.186
C -0.306 -2.892 2.691
C 0.754 -3.158 1.833
C 0.599 -3.000 0.465
C 0.179 -3.970 -2.453
C 1.550 -3.735 -2.601
C 2.380 -4.736 -3.070
C 1.850 -5.980 -3.391
C 0.493 -6.219 -3.244
C -0.345 -5.217 -2.778
H -2.351 -2.634 -3.603
H -2.791 -3.860 -2.404
H -4.096 -2.341 -1.136
H -4.397 -1.786 -2.781
H -5.848 -1.025 -1.003
H -7.624 0.085 0.249
H -7.177 2.168 1.492
H -4.913 3.150 1.475
H -3.103 2.047 0.181
H -1.467 1.981 -2.486
H -1.661 3.485 -4.440
H -3.537 3.206 -6.027
H -5.210 1.431 -5.654
H -5.010 -0.082 -3.746
H -2.623 -1.904 0.462
H -2.332 -2.202 2.852
H -0.215 -3.079 3.753
H 1.691 -3.533 2.224
H 1.412 -3.260 -0.195
H 1.970 -2.765 -2.360
H 3.437 -4.544 -3.188
H 2.496 -6.764 -3.762
H 0.083 -7.187 -3.492
H -1.404 -5.419 -2.684
N 2.284 2.294 5.555
C 1.773 1.354 4.778
S 0.171 1.563 4.152
N 2.412 0.220 4.548
C 3.734 -0.165 4.921
C 3.924 -1.486 5.314
C 5.193 -1.934 5.638
C 6.273 -1.064 5.568
C 6.079 0.247 5.164
C 4.811 0.706 4.836
H 1.732 3.110 5.757
H 3.186 2.184 5.994
H 1.909 -0.453 3.993
H 3.076 -2.159 5.381
H 5.342 -2.961 5.940
H 7.266 -1.412 5.817
H 6.920 0.922 5.087
H 4.681 1.708 4.445
O -0.224 -1.437 -2.792
C 0.586 -0.407 -2.576
C 1.253 0.208 -3.769
C 2.126 1.262 -3.107
C 1.662 1.247 -1.665
O 1.903 2.094 -0.835
N 0.827 0.124 -1.434
H 0.502 0.647 -4.430
H 1.793 -0.548 -4.340
H 2.013 2.263 -3.520
H 3.188 1.019 -3.151
```

The net charge is +2. Its spin multiplicity is 1.

---

Short version: F_max = 1.20 2.10 1.18 eV/Å, in the order given.
Short version: electronic energy = -189220.9951 -107372.1886 -94625.5403 eV, in the order given.
Short version: HOMO energy = -9.7408 -9.1054 -13.0150 eV, in the order given.